{
  "formula": "C94H194F16N12O23S8",
  "method": "ωB97M-V/def2-TZVPD",
  "charge": 4,
  "homo_ev": -14.163,
  "symbols": ["C", "C", "C", "N", "C", "C", "C", "C", "C", "C", "H", "H", "H", "H", "H", "H", "H", "H", "H", "H", "H", "H", "H", "H", "H", "H", "H", "H", "H", "H", "C", "C", "C", "N", "C", "C", "C", "C", "C", "C", "H", "H", "H", "H", "H", "H", "H", "H", "H", "H", "H", "H", "H", "H", "H", "H", "H", "H", "H", "H", "C", "C", "C", "N", "C", "C", "C", "C", "C", "C", "H", "H", "H", "H", "H", "H", "H", "H", "H", "H", "H", "H", "H", "H", "H", "H", "H", "H", "H", "H", "C", "C", "C", "N", "C", "C", "C", "C", "C", "C", "H", "H", "H", "H", "H", "H", "H", "H", "H", "H", "H", "H", "H", "H", "H", "H", "H", "H", "H", "H", "C", "C", "C", "N", "C", "C", "C", "C", "C", "C", "H", "H", "H", "H", "H", "H", "H", "H", "H", "H", "H", "H", "H", "H", "H", "H", "H", "H", "H", "H", "C", "C", "C", "N", "C", "C", "C", "C", "C", "C", "H", "H", "H", "H", "H", "H", "H", "H", "H", "H", "H", "H", "H", "H", "H", "H", "H", "H", "H", "H", "C", "C", "C", "N", "C", "C", "C", "C", "C", "C", "H", "H", "H", "H", "H", "H", "H", "H", "H", "H", "H", "H", "H", "H", "H", "H", "H", "H", "H", "H", "C", "C", "C", "C", "C", "C", "N", "O", "C", "C", "C", "H", "H", "H", "H", "H", "H", "H", "H", "H", "H", "H", "H", "H", "H", "H", "H", "H", "H", "C", "C", "C", "C", "C", "C", "N", "O", "C", "C", "C", "H", "H", "H", "H", "H", "H", "H", "H", "H", "H", "H", "H", "H", "H", "H", "H", "H", "H", "C", "C", "C", "C", "C", "C", "N", "O", "C", "C", "C", "H", "H", "H", "H", "H", "H", "H", "H", "H", "H", "H", "H", "H", "H", "H", "H", "H", "H", "N", "S", "O", "O", "F", "S", "O", "O", "F", "N", "S", "O", "O", "F", "S", "O", "O", "F", "C", "F", "F", "F", "S", "O", "O", "O", "C", "F", "F", "F", "S", "O", "O", "O", "C", "F", "F", "F", "S", "O", "O", "O", "C", "F", "F", "F", "S", "O", "O", "O"],
  "positions_angstrom": [[10.545, -22.616, -21.339], [9.069, -22.904, -21.580], [8.914, -24.447, -21.562], [7.373, -24.850, -21.678], [7.423, -26.404, -21.829], [6.062, -27.059, -21.573], [5.316, -26.599, -20.264], [5.303, -25.071, -20.237], [6.670, -24.446, -20.350], [6.571, -24.074, -22.723], [10.836, -22.884, -20.323], [10.626, -21.530, -21.327], [11.241, -22.974, -22.097], [8.743, -22.390, -22.484], [8.546, -22.428, -20.750], [9.311, -24.857, -20.634], [9.449, -24.943, -22.371], [8.149, -26.863, -21.157], [7.816, -26.560, -22.833], [6.194, -28.141, -21.568], [5.470, -26.960, -22.482], [5.810, -27.123, -19.446], [4.372, -27.127, -20.400], [4.947, -24.837, -19.234], [4.563, -24.613, -20.893], [7.253, -24.895, -19.546], [6.661, -23.364, -20.224], [6.556, -22.999, -22.545], [5.640, -24.614, -22.896], [7.142, -24.236, -23.638], [2.454, -32.127, -19.976], [0.956, -31.815, -19.534], [-0.129, -32.273, -20.513], [-1.651, -31.979, -20.056], [-2.517, -32.670, -21.137], [-3.957, -32.714, -20.680], [-4.091, -33.370, -19.320], [-3.230, -32.745, -18.221], [-1.762, -32.609, -18.604], [-1.965, -30.480, -19.913], [3.194, -31.842, -19.228], [2.660, -31.545, -20.874], [2.459, -33.183, -20.249], [0.880, -30.786, -19.182], [0.876, -32.385, -18.609], [-0.130, -33.342, -20.728], [-0.062, -31.897, -21.534], [-2.139, -33.692, -21.169], [-2.298, -32.115, -22.049], [-4.531, -33.316, -21.384], [-4.446, -31.741, -20.713], [-3.832, -34.429, -19.311], [-5.151, -33.324, -19.070], [-3.399, -33.238, -17.263], [-3.689, -31.782, -17.997], [-1.406, -33.633, -18.712], [-1.188, -32.150, -17.799], [-1.269, -29.908, -19.300], [-2.977, -30.278, -19.563], [-1.844, -30.138, -20.940], [-3.591, -29.334, -15.676], [-3.113, -28.001, -16.303], [-2.227, -27.223, -15.349], [-1.928, -25.767, -15.655], [-0.742, -25.379, -14.620], [-0.125, -23.983, -14.925], [0.210, -23.754, -16.387], [-0.854, -24.243, -17.390], [-1.423, -25.638, -17.089], [-3.185, -24.892, -15.438], [-4.069, -29.900, -16.476], [-4.429, -29.147, -15.004], [-2.844, -29.879, -15.099], [-4.014, -27.424, -16.508], [-2.597, -28.176, -17.247], [-1.319, -27.786, -15.135], [-2.759, -27.162, -14.400], [-0.021, -26.197, -14.590], [-1.296, -25.489, -13.688], [0.822, -23.987, -14.386], [-0.756, -23.203, -14.498], [1.089, -24.360, -16.607], [0.446, -22.707, -16.578], [-0.586, -24.100, -18.436], [-1.652, -23.534, -17.170], [-0.720, -26.426, -17.358], [-2.318, -25.791, -17.693], [-3.533, -25.216, -14.457], [-4.003, -24.877, -16.158], [-2.732, -23.903, -15.362], [1.614, -35.154, -27.152], [2.070, -33.721, -27.100], [2.404, -33.276, -25.649], [2.892, -31.825, -25.472], [3.066, -31.627, -23.921], [3.826, -30.366, -23.508], [5.089, -30.100, -24.328], [4.918, -30.211, -25.802], [4.251, -31.553, -26.255], [1.817, -30.895, -26.034], [1.155, -35.537, -28.063], [0.856, -35.383, -26.404], [2.444, -35.835, -26.964], [1.383, -32.991, -27.529], [2.982, -33.601, -27.684], [3.155, -33.935, -25.214], [1.491, -33.339, -25.057], [3.560, -32.560, -23.650], [2.050, -31.638, -23.527], [4.061, -30.280, -22.447], [3.163, -29.532, -23.738], [5.850, -30.836, -24.073], [5.512, -29.150, -24.000], [5.942, -30.069, -26.148], [4.371, -29.336, -26.153], [4.958, -32.357, -26.050], [4.037, -31.523, -27.323], [1.807, -29.935, -25.517], [0.843, -31.379, -25.963], [2.031, -30.833, -27.101], [-4.068, -16.743, -20.575], [-2.952, -17.755, -20.379], [-1.589, -17.233, -20.871], [-0.431, -18.303, -20.691], [-0.534, -19.355, -21.856], [-0.244, -18.815, -23.205], [1.024, -17.943, -23.257], [1.154, -16.909, -22.120], [0.895, -17.603, -20.765], [-0.374, -19.033, -19.304], [-4.044, -15.845, -19.957], [-5.097, -17.091, -20.485], [-4.025, -16.379, -21.602], [-3.234, -18.673, -20.894], [-2.905, -17.913, -19.302], [-1.252, -16.346, -20.333], [-1.512, -16.909, -21.909], [-1.514, -19.833, -21.877], [0.089, -20.174, -21.498], [-1.121, -18.250, -23.523], [-0.036, -19.623, -23.906], [1.249, -17.501, -24.228], [1.958, -18.491, -23.130], [0.439, -16.102, -22.273], [2.157, -16.483, -22.097], [1.146, -17.030, -19.873], [1.620, -18.416, -20.790], [0.425, -19.768, -19.211], [-1.376, -19.461, -19.255], [-0.386, -18.286, -18.510], [1.335, -28.303, -21.617], [0.376, -27.727, -22.604], [0.337, -26.150, -22.489], [-0.709, -25.424, -23.334], [-2.153, -25.805, -22.913], [-2.484, -25.130, -21.526], [-2.159, -23.581, -21.541], [-0.665, -23.268, -21.836], [-0.400, -23.920, -23.262], [-0.470, -25.815, -24.868], [1.484, -29.382, -21.667], [0.975, -27.975, -20.642], [2.349, -27.911, -21.689], [-0.631, -28.136, -22.525], [0.593, -27.991, -23.640], [1.309, -25.784, -22.820], [0.098, -25.800, -21.485], [-2.364, -26.873, -22.980], [-2.783, -25.328, -23.664], [-1.852, -25.566, -20.752], [-3.506, -25.404, -21.266], [-2.640, -23.163, -20.656], [-2.781, -23.125, -22.311], [0.009, -23.628, -21.059], [-0.540, -22.185, -21.859], [0.629, -23.794, -23.599], [-1.084, -23.437, -23.961], [-0.672, -26.880, -24.983], [0.576, -25.597, -25.083], [-1.073, -25.124, -25.457], [-4.607, -25.843, -26.138], [-4.729, -27.022, -25.207], [-6.164, -27.468, -25.035], [-6.462, -28.693, -24.195], [-6.040, -28.504, -22.722], [-6.728, -27.354, -21.956], [-8.277, -27.374, -22.023], [-8.754, -27.696, -23.472], [-7.996, -28.803, -24.202], [-5.958, -29.976, -24.838], [-3.570, -25.522, -26.235], [-5.152, -24.959, -25.805], [-4.982, -26.144, -27.117], [-4.428, -26.771, -24.190], [-4.142, -27.832, -25.640], [-6.460, -27.643, -26.069], [-6.717, -26.639, -24.594], [-4.978, -28.289, -22.836], [-6.223, -29.420, -22.161], [-6.340, -26.388, -22.280], [-6.461, -27.351, -20.900], [-8.756, -26.493, -21.596], [-8.677, -28.149, -21.369], [-8.786, -26.794, -24.083], [-9.800, -27.980, -23.363], [-8.406, -28.734, -25.210], [-8.190, -29.757, -23.710], [-6.289, -30.186, -25.855], [-6.342, -30.803, -24.240], [-4.878, -30.037, -24.701], [-9.525, -20.868, -23.864], [-8.777, -21.264, -22.559], [-7.286, -21.484, -23.067], [-6.272, -21.530, -21.941], [-6.319, -20.309, -21.105], [-7.651, -20.175, -20.406], [-8.730, -20.182, -21.486], [-9.917, -19.514, -21.264], [-7.608, -18.707, -19.848], [-8.028, -21.042, -19.170], [-9.343, -22.522, -21.974], [-10.469, -20.381, -23.623], [-9.592, -21.832, -24.368], [-9.019, -20.214, -24.573], [-7.014, -20.818, -23.886], [-7.180, -22.395, -23.656], [-5.303, -21.797, -22.363], [-6.486, -22.314, -21.214], [-6.005, -19.460, -21.712], [-5.577, -20.291, -20.307], [-8.529, -18.494, -19.305], [-7.594, -17.920, -20.602], [-6.894, -18.537, -19.042], [-8.617, -20.580, -18.377], [-7.128, -21.359, -18.644], [-8.553, -21.975, -19.377], [-10.261, -22.578, -21.389], [-8.709, -23.150, -21.348], [-9.573, -23.193, -22.801], [2.053, -18.654, -29.636], [1.951, -20.057, -29.006], [2.774, -20.949, -29.963], [2.928, -22.362, -29.452], [3.789, -22.360, -28.185], [3.081, -21.580, -27.002], [2.578, -20.177, -27.560], [2.096, -19.334, -26.562], [4.191, -21.332, -25.847], [1.881, -22.357, -26.367], [0.424, -20.476, -28.792], [3.057, -18.237, -29.718], [1.542, -17.998, -28.932], [1.621, -18.672, -30.637], [3.816, -20.632, -30.011], [2.312, -20.829, -30.943], [3.441, -22.833, -30.291], [1.977, -22.869, -29.294], [4.743, -21.866, -28.370], [4.013, -23.381, -27.878], [4.666, -22.291, -25.642], [3.695, -20.925, -24.965], [4.943, -20.627, -26.202], [1.213, -22.887, -27.045], [1.405, -21.822, -25.545], [2.307, -23.252, -25.913], [0.316, -21.536, -28.561], [-0.128, -20.220, -29.697], [-0.068, -19.945, -27.978], [-1.824, -26.511, -28.756], [-1.195, -27.740, -29.392], [-1.397, -27.657, -30.928], [-0.300, -26.885, -31.741], [1.068, -27.221, -31.213], [1.338, -27.055, -29.682], [0.270, -27.879, -29.002], [0.654, -28.433, -27.782], [1.287, -25.562, -29.255], [2.745, -27.718, -29.543], [-1.938, -29.026, -28.970], [-1.522, -25.560, -29.192], [-1.704, -26.505, -27.672], [-2.901, -26.509, -28.929], [-2.394, -27.315, -31.206], [-1.565, -28.644, -31.360], [-0.581, -25.855, -31.961], [-0.440, -27.212, -32.772], [1.775, -26.550, -31.700], [1.336, -28.190, -31.635], [0.780, -25.361, -28.311], [0.717, -24.994, -29.989], [2.255, -25.060, -29.271], [3.393, -27.264, -30.293], [2.824, -28.783, -29.764], [3.257, -27.615, -28.587], [-1.389, -29.876, -29.374], [-3.003, -29.033, -29.202], [-1.892, -29.208, -27.896], [-6.536, -24.112, -17.230], [-7.193, -25.337, -17.097], [-6.350, -26.444, -16.623], [-8.362, -25.725, -17.834], [-7.981, -25.043, -15.646], [-5.763, -24.482, -18.653], [-6.566, -24.758, -19.814], [-4.444, -25.178, -18.584], [-5.226, -22.994, -19.039], [2.597, -20.630, -20.710], [3.018, -21.637, -21.717], [2.419, -23.010, -21.819], [4.383, -21.464, -22.253], [2.121, -20.842, -22.840], [3.120, -21.493, -19.331], [4.547, -21.639, -19.140], [2.310, -22.600, -18.829], [2.715, -20.258, -18.316], [-2.677, -31.179, -25.752], [-3.395, -30.419, -26.551], [-3.400, -32.024, -25.022], [-1.888, -31.928, -26.528], [-1.684, -30.090, -24.568], [-0.799, -30.973, -23.815], [-0.963, -29.151, -25.423], [-2.698, -29.413, -23.709], [2.956, -27.700, -17.422], [2.782, -27.698, -18.765], [4.215, -27.980, -17.091], [2.693, -26.475, -16.977], [1.752, -29.031, -16.626], [1.999, -28.899, -15.195], [0.400, -28.768, -17.117], [2.228, -30.301, -17.152], [3.721, -25.810, -25.591], [3.598, -24.811, -24.717], [3.499, -27.030, -25.017], [2.911, -25.675, -26.690], [5.674, -25.774, -26.105], [6.056, -24.358, -26.364], [6.383, -26.331, -24.912], [5.824, -26.592, -27.332], [-2.793, -21.214, -26.764], [-3.182, -20.030, -27.367], [-2.648, -22.128, -27.749], [-1.605, -21.046, -26.136], [-4.112, -21.828, -25.547], [-3.691, -23.166, -25.047], [-4.043, -20.806, -24.516], [-5.359, -21.897, -26.284]]
}